Entry 1:
Entry from the OMol25 dataset: a 3-piece molecular cluster, C29H55BF2N3O12S overall in a non-equilibrium geometry (ωB97M-V/def2-TZVPD).

CARTESIAN COORDINATES (ANGSTROEM)
H1 -1.1092 -3.8738 -2.0291
H2 -2.3233 -5.7478 9.1404
H3 -0.9545 -4.9631 6.9061
O1 3.1253 9.5530 -2.0017
H4 -4.8338 -5.0595 7.0827
H5 -2.6712 -3.5017 -1.4230
H6 3.3992 5.3026 -3.6437
C1 -0.8981 -4.1582 6.1730
H7 4.3333 7.7813 -5.8574
O2 3.1229 7.2477 -4.3207
H8 -4.0337 -3.1190 5.9904
H9 -2.9571 -0.7836 1.6949
C2 -4.5965 -1.4410 -0.2614
H10 1.9437 9.6545 -0.2965
H11 -2.0850 -7.3554 8.4375
C3 0.5898 2.8500 -3.5504
C4 1.5074 -2.6472 -2.1192
C5 4.2666 9.1149 -1.2819
C6 2.6415 -0.9035 0.4727
H12 -1.6160 -0.0167 0.8593
C7 -1.2025 -3.5449 0.0523
H13 1.7479 -2.7806 1.0931
H14 4.9359 7.7909 -2.8575
H15 4.0904 -3.0824 2.6175
C8 3.3406 -2.2939 2.5472
H16 2.0524 7.4228 -1.8973
H17 0.8975 -0.2333 1.4723
H18 -2.5970 -6.3188 2.8337
H19 3.3309 6.3483 -6.1772
H20 -0.8979 -5.9865 2.4173
H21 3.0258 -0.8911 -0.5521
C9 -0.5518 -4.6875 4.7970
H22 -0.5506 -3.8561 4.0821
O3 0.1415 3.8315 -4.0573
C10 3.9246 6.8725 -5.4197
H23 0.4553 -5.1242 4.8300
H24 -4.5610 -2.0701 0.6344
C11 -3.1936 -0.8680 -0.4137
C12 -1.6245 -3.1943 -1.3459
N1 -2.6285 -0.9427 -1.5781
H25 -3.7010 -6.8838 9.0083
C13 -1.7541 -5.6505 3.0104
C14 2.7183 6.1544 -3.5175
H26 0.6269 -1.2875 -4.7781
F1 -0.8138 1.2002 -1.1052
H27 3.2159 -0.1638 1.0374
H28 1.2680 10.3380 -1.7842
H29 0.8341 0.7250 -1.9601
H30 5.0636 9.8543 -1.4302
N2 1.0572 -1.5281 -2.3370
H31 4.7600 6.2383 -5.1015
B1 -2.8417 -2.4595 -3.9667
H32 -3.3836 -4.4870 5.1034
O4 0.2223 -1.1699 -0.1917
H33 0.0401 1.6094 -5.1628
O5 -0.1597 -0.9246 -5.2013
H34 -0.6949 -2.6610 -3.7207
H35 1.2053 2.9058 -2.6170
O6 -2.8916 -3.7870 -4.3522
H36 1.2691 0.6955 0.0667
O7 3.9308 6.6668 -1.4210
O8 -1.4517 -5.7043 4.3858
C15 -1.4450 -1.7543 -1.8567
S1 1.9630 -4.1297 -2.0520
H37 -3.7639 -4.1130 -4.0951
C16 2.6666 6.5348 -2.0514
H38 2.5444 11.2223 -0.9183
H39 5.7137 7.5773 -1.3017
C17 -2.6887 -0.1788 0.8244
F2 -0.6122 -4.7669 0.1713
H40 4.0496 9.0443 -0.2107
H41 1.3794 0.9340 -4.1903
C18 4.7524 7.7715 -1.7831
C19 -3.3264 -3.9501 6.0517
O9 -3.9951 -1.7391 -4.0542
C20 2.7279 -2.2994 1.1251
H42 -1.9788 -0.2632 -4.7810
H43 2.1743 5.7128 -1.5215
C21 -0.0903 -1.0487 -1.5136
C22 -3.7675 -4.8282 7.2043
C23 -0.6481 0.6327 -3.3670
H44 -0.0766 -3.5064 6.4819
H45 2.5759 -2.5267 3.2911
N3 -0.1369 0.3890 -1.9804
C24 2.1801 10.2288 -1.1994
O10 -3.0548 -6.0532 7.2212
C25 -1.1114 -0.5911 -4.2097
H46 1.7135 5.8552 -3.8406
H47 -2.0482 -4.6434 2.6999
H48 3.3996 -2.8942 0.5014
H49 -1.4914 1.3201 -3.2817
H50 3.8102 -1.3450 2.8051
C26 -1.4274 -1.9113 -3.4180
C27 1.2053 -0.3397 0.4275
H51 -4.8483 -2.0109 -1.1507
H52 -5.3127 -0.6413 -0.0520
H53 -3.2153 0.7740 0.9443
H54 -3.9074 -0.8457 -3.7101
H55 -3.6308 -4.2831 8.1445
C28 0.4115 1.4426 -4.1528
C29 -2.7857 -6.5269 8.5243
O11 -2.0556 -3.3354 6.2196
O12 -1.3552 -2.9197 1.0401

Properties
- Electronic energy: -2827.468717 Ha
- Net charge: +1
- Kohn-Sham gap: 7.09 eV
- LUMO level: -3.54 eV



Entry 2:
Entry from the OMol25 dataset: a 2-piece molecular cluster, C29H55FN2O3P overall in a non-equilibrium geometry (ωB97M-V/def2-TZVPD).

CARTESIAN COORDINATES (ANGSTROEM)
C1 -1.7835 -3.2960 3.2142
H1 1.7751 1.6917 -3.1156
H2 -2.3568 -1.7211 1.9100
H3 1.1760 -2.1617 2.8710
C2 1.1618 5.8354 -1.8703
H4 3.4008 5.8853 -0.2909
H5 -0.1981 -4.5108 3.7926
P1 -0.0530 -3.8347 -2.8569
H6 0.8672 -1.9428 0.7699
H7 1.1883 5.4299 1.4827
H8 2.3612 3.3297 -3.0565
H9 -4.0717 -0.8033 0.7559
O1 3.5688 0.0101 -2.4757
H10 -2.3622 1.3336 -0.2988
H11 -0.2126 -6.6648 0.7268
C3 1.3692 7.3891 0.5809
H12 -3.3195 -1.8684 3.2878
C4 -1.6807 -2.9884 -2.8750
H13 -2.1346 -7.2612 1.6716
C5 0.8983 5.9479 0.5713
C6 -0.7611 -5.8025 1.0310
H14 -0.7601 -1.0044 4.2337
H15 -0.4373 -0.2135 1.8913
H16 2.4689 -2.3807 -0.4282
H17 -2.4629 -3.6575 -2.6088
H18 -4.3403 0.2584 -0.6035
C7 1.6521 7.2721 -1.8983
H19 0.0813 5.8003 -1.9998
H20 0.8641 7.9007 1.3993
C8 1.3688 2.6257 -1.2285
N1 1.4515 5.1342 -0.5718
C9 3.1836 -1.1911 -2.4603
H21 -3.3493 -1.1372 -0.7441
C10 -2.3096 0.8458 1.7859
H22 -1.8319 -2.6072 -3.8601
H23 1.6280 5.2540 -2.6585
C11 -0.6588 -4.8192 -0.1157
H24 -0.6336 1.0845 3.0490
H25 1.5006 -3.7841 2.5143
C12 0.2780 -2.7695 1.0914
H26 1.7459 -3.4489 -4.3663
H27 -2.3434 -3.7301 4.0132
C13 1.0682 8.0793 -0.7444
C14 0.4521 -3.8183 -0.0081
C15 -2.3027 -1.8805 2.9616
H28 0.2785 -2.0386 -1.3547
H29 0.6413 3.5678 0.5348
O2 2.5687 -4.2671 -1.0103
C16 0.7286 3.8085 -0.5242
H30 -3.2058 0.4807 2.2365
C17 -2.1725 -6.2665 1.2878
C18 -0.3307 -3.4763 3.5588
F1 -1.8218 -4.0782 -0.2232
C19 1.5372 2.6851 -2.7483
H31 0.8808 -1.9635 -4.1981
H32 2.7437 7.3054 -1.8747
H33 -0.0142 8.1721 -0.8733
N2 2.8004 -2.3855 -2.4596
H34 -1.6707 -2.1398 -2.2203
C20 -1.5762 -0.7094 3.6062
H35 -2.2599 -0.1791 4.2348
C21 1.7560 -4.6387 0.0229
H36 0.6266 3.0179 -3.2490
C22 2.9064 4.9269 -0.3822
H37 -2.7088 -6.3282 0.3678
H38 -2.3312 1.9121 1.8973
H39 -0.0910 -2.9709 4.4671
O3 2.0786 -5.5187 0.8083
H40 0.2182 -3.2764 -5.1455
H41 3.0538 4.3462 0.5234
C23 0.7179 -3.0601 2.5138
C24 2.1532 -2.9455 -1.2921
H42 -0.2708 -5.4460 1.9111
C25 -2.3817 0.4525 0.3112
H43 2.3239 2.3835 -0.7603
H44 0.7161 1.7835 -0.9971
H45 -2.6984 -5.6501 1.9807
H46 -0.1859 5.9007 0.4716
H47 -1.5101 -0.1086 0.0453
C26 -3.6193 -0.3370 -0.0876
C27 -1.1281 0.2708 2.5566
H48 -0.7430 -2.4543 1.0163
H49 -2.0044 -3.8641 2.3397
H50 -0.2734 3.9970 -0.9038
H51 -0.5525 -5.3825 -1.0132
H52 1.3573 7.7080 -2.8518
H53 3.3052 4.3989 -1.2417
C28 0.7730 -3.0304 -4.2628
C29 0.6792 -3.0357 -1.3302
H54 1.4719 9.0896 -0.7449
H55 2.4360 7.4460 0.8058

Properties
- Electronic energy: -1914.161838 Ha
- Net charge: +1
- Kohn-Sham gap: 7.81 eV
- Relative energy (zero: lowest compared OMol25 entry of this formula, charge and spin): 0.0 kcal per mole
- LUMO level: -2.42 eV